Computed, not measured: a structure of composition C6H12O11Rb3S2 in a non-equilibrium geometry, with ωB97M-V/def2-TZVPD.

Structure (XYZ):
```
34
Properties=species:S:1:pos:R:3:lowdin_charge:R:1
Rb -3.402 9.783 1.945 0.900
Rb -5.617 3.965 4.653 0.866
Rb 5.575 1.368 2.303 0.950
S 0.848 4.352 3.167 0.062
O 0.498 5.741 3.112 -0.436
O 1.443 3.905 1.892 -0.465
O 1.728 4.022 4.275 -0.441
O -0.438 3.656 3.195 -0.452
C -0.881 -3.440 1.266 -0.077
C 0.503 -3.601 1.724 -0.232
O 1.180 -4.849 1.493 0.017
C 2.487 -5.001 1.746 -0.605
O 3.203 -4.088 2.067 0.116
O 2.991 -6.235 1.587 0.000
C 2.091 -7.456 1.522 0.016
H -1.656 -4.042 1.739 0.082
H -0.866 -3.828 0.248 0.083
H -1.161 -2.389 1.332 0.093
H 0.372 -3.557 2.806 0.128
H 1.189 -2.800 1.452 0.129
H 1.438 -7.552 2.390 0.090
H 2.654 -8.351 1.257 0.091
H 1.382 -7.274 0.714 0.079
C -1.584 4.066 -3.432 -0.158
C -0.949 2.735 -3.617 -0.274
O -1.467 2.284 -4.773 -0.198
S -1.723 3.546 -5.910 0.823
O -2.720 3.072 -6.972 -0.266
O -0.430 4.069 -6.339 -0.247
O -2.312 4.364 -4.636 -0.220
H -0.869 4.817 -3.095 0.138
H -2.415 4.015 -2.728 0.133
H -1.230 2.036 -2.829 0.139
H 0.137 2.665 -3.552 0.134
```

Properties
Orbital gap = 2.2 eV
Highest occupied orbital energy = -6.113 eV
Total energy = -1931.662813 Ha
Net charge = +1
Lowest unoccupied orbital energy = -0.14505 Eh